# 1
Density functional theory data (ωB97M-V with the def2-TZVPD basis set) for a 10-piece molecular cluster, C30H56F3N4O7S5 overall at a distorted geometry.

CARTESIAN COORDINATES (ANGSTROEM)
C (1.08446, -0.42367, -1.00073)
O (0.19060, -0.57721, 0.15489)
O (2.28151, -0.78363, -0.65102)
C (0.47133, -1.16093, -2.19735)
F (0.58304, -2.49400, -2.13724)
F (-0.83408, -0.84724, -2.35768)
F (1.09304, -0.76403, -3.33943)
C (-0.98689, 0.17155, 0.25662)
C (-1.27991, 0.23010, 1.74356)
H (-0.53703, 0.85424, 2.25198)
H (-2.21965, 0.70474, 2.05269)
H (-1.23419, -0.75200, 2.21324)
H (-1.81779, -0.27217, -0.30051)
H (-0.85066, 1.21073, -0.08513)
H (1.00689, 0.66452, -1.25849)
C (1.91537, 4.57477, 1.10275)
S (0.81734, 5.15900, -0.17975)
O (1.41039, 6.44001, -0.63678)
C (1.24219, 3.88808, -1.35738)
H (1.94019, 5.32095, 1.90033)
H (2.93722, 4.44110, 0.75021)
H (1.55577, 3.67693, 1.61074)
H (0.85607, 4.13073, -2.35091)
H (0.79074, 2.91501, -1.15424)
H (2.32764, 3.81845, -1.42994)
C (-2.43471, 2.05959, -3.12702)
S (-2.65968, 3.53407, -4.09363)
O (-1.48792, 4.39538, -3.81654)
C (-2.35616, 2.71119, -5.66064)
H (-2.28650, 2.37081, -2.09151)
H (-1.63680, 1.40032, -3.46311)
H (-3.34632, 1.45683, -3.08100)
H (-2.98276, 1.81742, -5.70280)
H (-1.32045, 2.36436, -5.63005)
H (-2.50538, 3.34697, -6.52767)
C (-4.70506, -1.04764, -0.85324)
S (-3.76786, -1.76202, -2.21977)
O (-3.82689, -0.84800, -3.39346)
C (-4.93144, -3.06522, -2.63403)
H (-5.75037, -1.01174, -1.18331)
H (-4.32317, -0.05096, -0.66442)
H (-4.72635, -1.74159, -0.01487)
H (-4.49338, -3.76257, -3.33876)
H (-5.80507, -2.53976, -3.02513)
H (-5.24900, -3.61227, -1.74354)
C (0.09349, 1.98322, 6.85682)
S (-1.08334, 3.28185, 6.52464)
O (-0.29176, 4.53373, 6.54082)
C (-1.36734, 2.82703, 4.81824)
H (-0.38110, 0.99975, 6.81490)
H (0.50975, 2.08589, 7.85817)
H (0.90712, 2.02004, 6.13204)
H (-1.77245, 3.69817, 4.30006)
H (-2.07413, 2.00172, 4.73371)
H (-0.43050, 2.60187, 4.30468)
C (-3.31289, -3.11625, -5.95414)
S (-2.01197, -3.74179, -4.88464)
O (-1.70551, -5.10324, -5.39399)
C (-0.74039, -2.59094, -5.42276)
H (-4.13358, -3.82832, -5.96484)
H (-2.94615, -2.85673, -6.94656)
H (-3.67924, -2.17623, -5.52371)
H (-0.93648, -1.58978, -5.04556)
H (-0.64369, -2.60267, -6.50810)
H (0.17258, -2.98049, -4.97187)
N (1.87004, -3.44580, 0.35752)
C (1.85911, -4.77149, 0.01047)
C (1.47632, -5.47879, 1.11490)
C (1.31195, -4.55642, 2.18376)
C (1.57200, -3.30674, 1.66988)
H (2.10636, -2.64141, -0.23230)
H (2.02835, -5.03801, -1.01805)
H (1.27825, -6.53547, 1.20222)
H (1.01426, -4.77093, 3.19771)
H (1.55958, -2.34029, 2.14505)
N (4.23843, 0.66182, -2.18825)
C (4.63598, 1.95910, -2.03696)
C (5.36301, 2.32206, -3.14131)
C (5.38250, 1.18879, -4.01242)
C (4.69442, 0.18304, -3.38315)
H (3.71122, 0.11774, -1.50399)
H (4.49259, 2.44202, -1.08385)
H (5.75257, 3.29308, -3.39811)
H (5.88215, 1.15172, -4.96647)
H (4.45114, -0.83431, -3.63922)
N (-1.25282, -1.46863, 6.40695)
C (-1.37926, -1.80035, 5.08773)
C (-2.67573, -1.57776, 4.71676)
C (-3.37271, -1.11353, 5.87475)
C (-2.47738, -1.07995, 6.89922)
H (-0.46757, -1.72149, 6.98099)
H (-0.53623, -2.11839, 4.49656)
H (-3.07074, -1.62742, 3.71621)
H (-4.43447, -0.93390, 5.90289)
H (-2.60145, -0.84073, 7.94171)
N (3.64714, -0.08746, 1.74055)
C (4.79724, -0.55028, 2.30915)
C (5.07722, 0.20050, 3.41899)
C (4.06403, 1.20690, 3.47781)
C (3.13420, 0.90998, 2.51149)
H (3.24971, -0.51069, 0.90189)
H (5.36769, -1.34752, 1.86174)
H (5.83105, 0.06264, 4.17515)
H (3.93095, 1.84933, 4.33652)
H (2.16820, 1.36100, 2.36172)

Its charge is -1. Its total energy is -114637.536 eV. Its multiplicity is 1. For the HOMO-LUMO gap, the calculation gives 7.3 eV.

These are the Löwdin partial charges, in e, on atoms 1 to 2: -0.46 -0.09

# 2
Density functional theory data (ωB97M-V with the def2-TZVPD basis set) for a 3-piece molecular cluster, C30H57BIN4O8 overall at a distorted geometry.

CARTESIAN COORDINATES (ANGSTROEM)
C (-2.39323, -4.21019, 0.04049)
C (-0.99079, -4.74416, 0.37647)
C (0.05415, -4.47647, -0.72366)
C (0.99467, -3.31519, -0.38290)
C (1.46697, -2.58205, -1.65896)
C (0.47248, -1.46480, -2.04101)
C (1.02939, -0.03485, -1.85132)
N (0.48085, 0.60300, -0.63696)
C (1.20302, 0.71040, 0.50833)
C (2.60130, 0.15862, 0.54785)
C (3.66691, 1.05923, -0.11926)
C (4.18122, 2.15980, 0.78078)
O (4.77068, 0.19680, -0.41114)
C (0.63628, 1.31765, 1.64528)
C (1.44322, 1.49341, 2.91445)
C (1.30184, 0.41184, 4.02444)
C (0.76616, -0.93886, 3.57026)
O (0.53021, 0.82837, 5.13191)
C (-0.68597, 1.77127, 1.57935)
C (-1.33276, 2.38193, 2.78572)
O (-1.25454, 3.54591, 2.96846)
O (-1.87732, 1.52037, 3.64964)
C (-3.29434, 1.28791, 3.59028)
C (-3.77379, 0.11482, 2.69373)
N (-2.70257, -0.70196, 2.13030)
C (-1.39080, 1.68172, 0.37763)
C (-2.78602, 2.22173, 0.24373)
C (-2.87677, 3.56163, -0.53659)
C (-1.61577, 4.40153, -0.45074)
I (-1.96011, 6.44034, -0.98758)
C (-0.79089, 1.06734, -0.72280)
B (-1.65231, 0.92441, -2.09641)
O (-1.49280, 1.81342, -3.11136)
O (-2.54737, -0.09031, -2.24940)
H (-2.57273, -3.23411, 0.48657)
H (-3.13019, -4.88521, 0.46710)
H (-2.56235, -4.18164, -1.03081)
H (-1.08086, -5.82292, 0.47146)
H (-0.63643, -4.35416, 1.32651)
H (0.66079, -5.37389, -0.82327)
H (-0.42961, -4.31982, -1.68528)
H (0.44522, -2.59700, 0.22814)
H (1.85628, -3.67142, 0.17269)
H (1.57135, -3.25883, -2.49967)
H (2.45874, -2.17817, -1.46001)
H (-0.45462, -1.54740, -1.48334)
H (0.27201, -1.56217, -3.10412)
H (0.83538, 0.59202, -2.71354)
H (2.10328, -0.11108, -1.79228)
H (2.88999, -0.14480, 1.54369)
H (2.59306, -0.75084, -0.04295)
H (3.25733, 1.47367, -1.04135)
H (3.34940, 2.79478, 1.08663)
H (4.92747, 2.75543, 0.27301)
H (4.59320, 1.71204, 1.68111)
H (4.81586, 0.08244, -1.36534)
H (1.13114, 2.44651, 3.34089)
H (2.49252, 1.60457, 2.69851)
H (2.31473, 0.24289, 4.40034)
H (0.96296, -1.16079, 2.52621)
H (1.26713, -1.70974, 4.15074)
H (-0.28645, -0.99528, 3.82219)
H (0.66234, 1.76556, 5.29821)
H (-3.82773, 2.20259, 3.33846)
H (-3.57237, 1.06728, 4.61381)
H (-4.40893, 0.46943, 1.88821)
H (-4.38179, -0.52248, 3.32992)
H (-2.67626, -1.63223, 2.51111)
H (-2.71502, -0.72265, 1.12466)
H (-3.41720, 1.45988, -0.19325)
H (-3.18969, 2.43475, 1.22562)
H (-3.73840, 4.12724, -0.20063)
H (-3.05278, 3.34683, -1.58759)
H (-0.85628, 4.04348, -1.13566)
H (-1.18911, 4.42479, 0.54542)
H (-0.59658, 2.16159, -3.15470)
H (-3.11162, -0.20553, -1.46988)
C (-7.29078, 0.84313, 0.13052)
C (-6.29170, 0.49080, -0.94191)
O (-5.09653, 0.33009, -0.68686)
N (-6.74075, 0.35348, -2.20160)
C (-8.10048, 0.50119, -2.69610)
H (-6.77116, 0.91498, 1.08132)
H (-7.76295, 1.80194, -0.08366)
H (-8.05754, 0.07283, 0.20983)
H (-6.01818, 0.11720, -2.86517)
H (-8.42670, -0.43132, -3.15615)
H (-8.13360, 1.28870, -3.44874)
H (-8.78159, 0.75402, -1.89185)
C (7.64346, 0.11219, -2.75330)
C (7.65341, -1.39225, -2.87806)
O (6.64983, -2.00687, -3.21109)
N (8.81023, -2.04055, -2.60364)
C (10.08541, -1.47739, -2.19640)
H (6.64720, 0.46037, -3.00955)
H (7.86980, 0.41423, -1.72996)
H (8.35695, 0.57258, -3.43673)
H (8.74323, -3.04104, -2.70585)
H (10.85541, -1.74057, -2.92248)
H (10.37534, -1.88090, -1.22546)
H (10.02732, -0.39711, -2.12369)

Its charge is +1. Its total energy is -63149.576 eV. Its multiplicity is 1. For the HOMO-LUMO gap, the calculation gives 8.0 eV.

These are the Löwdin partial charges, in e, on atoms 1 to 2: -0.09 -0.24

# 3
Density functional theory data (ωB97M-V with the def2-TZVPD basis set) for a 2-piece molecular cluster, C30H57N6O6S2 overall at a distorted geometry.

CARTESIAN COORDINATES (ANGSTROEM)
C (-0.82502, 0.81951, 2.67177)
C (-0.32555, -0.14116, 2.16321)
C (-0.22642, -1.39360, 1.43624)
C (0.34261, -1.27969, 0.01767)
C (-0.04536, -2.64010, -0.64472)
C (0.75293, -3.89238, -0.28030)
C (0.39917, -4.63075, 1.01623)
C (-1.08359, -4.87200, 1.28147)
C (-1.31782, -5.32927, 2.74402)
N (-2.57043, -4.83417, 3.34520)
C (1.89246, -1.17331, -0.07590)
N (2.50401, -1.83033, 1.06396)
C (2.57669, 0.22625, -0.31039)
C (3.89647, -0.06953, -1.03156)
C (1.73035, 1.33193, -0.98801)
C (1.26079, 2.41652, 0.00700)
C (2.34481, 2.91210, 0.97909)
S (2.37428, 2.12788, 2.60863)
C (3.85996, 1.24087, 2.59816)
N (4.06225, 0.19514, 3.34602)
N (5.36381, -0.22655, 3.07768)
C (5.81993, 0.58987, 2.17812)
O (4.93941, 1.55216, 1.82301)
C (2.38993, 2.06324, -2.18339)
C (3.33296, 3.20910, -1.88733)
C (2.81404, 4.62911, -2.08632)
N (4.52724, 3.00079, -1.52797)
C (0.49778, 0.63795, -1.64757)
C (0.77513, -0.13409, -2.94266)
C (0.31957, 0.57143, -4.25183)
C (1.45094, 0.88886, -5.24759)
O (1.71829, 2.27039, -5.42830)
N (-0.35556, -0.13129, -0.67664)
C (-1.66717, -0.46048, -1.32599)
C (-2.77036, -0.80910, -0.32138)
C (-4.13717, -0.24519, -0.76566)
S (-4.99885, -1.45815, -1.74313)
O (-5.23703, -2.58326, -0.88906)
O (-6.12596, -0.88921, -2.39593)
O (-3.85698, -1.86408, -2.77171)
H (-1.01095, 1.72720, 3.18870)
H (-1.19594, -1.87381, 1.38918)
H (0.38483, -2.08250, 2.01071)
H (-1.08894, -2.86683, -0.45283)
H (0.00793, -2.55566, -1.72850)
H (1.82886, -3.77281, -0.31148)
H (0.54693, -4.60385, -1.08088)
H (0.87730, -4.19956, 1.89096)
H (0.85355, -5.61699, 0.92302)
H (-1.70399, -3.98530, 1.15703)
H (-1.49482, -5.65199, 0.64247)
H (-1.29523, -6.41245, 2.81782)
H (-0.51937, -4.93913, 3.37041)
H (-3.29750, -4.84659, 2.63672)
H (-2.44127, -3.85372, 3.57047)
H (2.17964, -1.76533, -0.94188)
H (3.42782, -2.17048, 0.85704)
H (2.48434, -1.26466, 1.90311)
H (2.90414, 0.54453, 0.66831)
H (3.73734, -0.60100, -1.97058)
H (4.44775, 0.83713, -1.26101)
H (4.54399, -0.69415, -0.42193)
H (0.95951, 3.27773, -0.58709)
H (0.37593, 2.14192, 0.58415)
H (2.20023, 3.97345, 1.15247)
H (3.34554, 2.82830, 0.57216)
H (6.80217, 0.49556, 1.75487)
H (2.91276, 1.40788, -2.86973)
H (1.57547, 2.49650, -2.75579)
H (1.77158, 4.64760, -2.38502)
H (3.44028, 5.14257, -2.80577)
H (2.91459, 5.14646, -1.13445)
H (5.03755, 3.87277, -1.40253)
H (-0.11463, 1.49405, -1.93327)
H (1.82235, -0.38247, -3.05335)
H (0.27161, -1.09442, -2.96538)
H (-0.21034, 1.50203, -4.04281)
H (-0.38867, -0.06941, -4.76674)
H (2.38763, 0.41704, -4.95308)
H (1.18845, 0.47195, -6.21858)
H (1.01312, 2.80606, -5.06004)
H (-0.64471, 0.56546, 0.02027)
H (-1.59779, -1.14961, -2.15192)
H (-1.99812, 0.47679, -1.76904)
H (-2.90754, -1.88093, -0.21846)
H (-2.55864, -0.37366, 0.65285)
H (-4.78351, -0.09317, 0.08928)
H (-4.04710, 0.68790, -1.31428)
H (-4.12780, -2.68047, -3.22142)
C (-5.41629, 3.65719, 2.72510)
C (-4.43101, 2.53904, 3.02321)
C (-4.43721, 2.16592, 4.49676)
O (-3.10987, 2.92793, 2.62092)
H (-5.15143, 4.55836, 3.28376)
H (-5.39795, 3.91435, 1.66543)
H (-6.43252, 3.37071, 2.99569)
H (-4.68173, 1.66164, 2.42402)
H (-4.14292, 3.02254, 5.10865)
H (-3.72435, 1.36398, 4.69417)
H (-5.42569, 1.83752, 4.81745)
H (-2.86788, 3.70554, 3.13649)

Its charge is +1. Its total energy is -74920.428 eV. Its multiplicity is 1. For the HOMO-LUMO gap, the calculation gives 8.9 eV.

These are the Löwdin partial charges, in e, on atoms 1 to 2: 0.12 -0.11

# 4
Density functional theory data (ωB97M-V with the def2-TZVPD basis set) for a 4-piece molecular cluster, C30H58I2N4O9 overall at a distorted geometry.

CARTESIAN COORDINATES (ANGSTROEM)
C (1.41585, -0.93602, 2.76640)
C (1.15215, -2.41762, 2.41766)
I (2.90480, -3.69808, 2.35167)
C (-0.08924, -2.90698, 2.16858)
I (-0.21652, -5.03444, 1.71755)
C (-1.40716, -2.02810, 2.15547)
C (-1.99154, -1.73545, 3.57839)
C (-1.29934, -0.60650, 4.40671)
O (-2.30542, 0.18484, 5.08818)
O (-1.22601, -0.77157, 1.46321)
C (-2.37095, -0.01829, 1.37645)
O (-2.27404, 1.16146, 1.52713)
C (-2.40707, -2.86708, 1.22562)
C (-3.38272, -3.66533, 1.86909)
C (-4.30807, -4.44400, 1.07343)
C (-4.05848, -4.31594, -0.33644)
C (-2.99679, -3.48743, -0.78678)
N (-2.13452, -2.71118, -0.09254)
H (1.21773, -0.73655, 3.84854)
H (2.51870, -0.78095, 2.66078)
H (0.94300, -0.19918, 2.08690)
H (-1.88040, -2.68450, 4.17097)
H (-3.09964, -1.57171, 3.51675)
H (-0.60558, -0.96295, 5.20229)
H (-0.74418, 0.12693, 3.77712)
H (-3.09626, -0.35638, 5.23563)
H (-3.38307, -0.40886, 1.11827)
H (-3.48106, -3.73647, 2.96691)
H (-5.07737, -5.07668, 1.54520)
H (-4.68804, -4.86042, -1.06260)
H (-2.83692, -3.46258, -1.89246)
C (3.16804, 2.48914, 4.11389)
O (3.76264, 1.30944, 4.62684)
C (4.54427, 0.59928, 3.66977)
C (6.02711, 0.69293, 4.00163)
N (6.53893, 2.04175, 3.77666)
C (7.87248, 2.27469, 4.33425)
C (8.04835, 2.14830, 5.85027)
O (7.38908, 3.15648, 6.60077)
C (6.01503, 2.91413, 6.85027)
H (2.45330, 2.85342, 4.85323)
H (3.91455, 3.27201, 3.95020)
H (2.62852, 2.29017, 3.18330)
H (4.34234, 0.93246, 2.64594)
H (4.24327, -0.45061, 3.73634)
H (6.58225, -0.01212, 3.37587)
H (6.14644, 0.38928, 5.04891)
H (5.90235, 2.71012, 4.19112)
H (8.15138, 3.29381, 4.05120)
H (8.58142, 1.60617, 3.83449)
H (9.11424, 2.27923, 6.05931)
H (7.79090, 1.15169, 6.22589)
H (5.79391, 1.84942, 6.96201)
H (5.40116, 3.34911, 6.05848)
H (5.74805, 3.41965, 7.77967)
C (-2.63629, 4.14037, 0.08027)
O (-2.05157, 4.35587, -1.19497)
C (-2.04218, 3.19511, -2.01952)
C (-3.01698, 3.34360, -3.17998)
N (-4.40221, 3.30106, -2.72010)
C (-5.37886, 3.71422, -3.72915)
C (-5.29598, 5.14703, -4.26348)
O (-5.62656, 6.14536, -3.31072)
C (-4.56673, 6.52234, -2.44738)
H (-2.43213, 5.01747, 0.69663)
H (-3.72226, 4.02592, 0.00371)
H (-2.20482, 3.26758, 0.57135)
H (-2.24036, 2.28355, -1.44579)
H (-1.03118, 3.10874, -2.42998)
H (-2.85088, 2.53410, -3.89753)
H (-2.78902, 4.29436, -3.67739)
H (-4.50217, 3.90796, -1.91660)
H (-6.36553, 3.58587, -3.27431)
H (-5.32883, 3.01472, -4.57051)
H (-6.04830, 5.23680, -5.05295)
H (-4.33471, 5.36698, -4.74103)
H (-3.59137, 6.46803, -2.93771)
H (-4.57322, 5.90785, -1.54469)
H (-4.73775, 7.55420, -2.13633)
C (-0.53888, -1.40199, -3.56206)
O (-1.34214, -2.19368, -4.42231)
C (-1.11822, -1.94586, -5.80961)
C (-0.42178, -3.13006, -6.46869)
N (0.96239, -3.25133, -6.01996)
C (1.60181, -4.51736, -6.38718)
C (0.99659, -5.80597, -5.82449)
O (1.14203, -5.94591, -4.42045)
C (0.15856, -5.26252, -3.66362)
H (-0.91056, -1.52859, -2.54339)
H (0.50584, -1.72641, -3.58373)
H (-0.60400, -0.34160, -3.82257)
H (-0.56640, -1.01500, -5.97591)
H (-2.10342, -1.82770, -6.27075)
H (-0.43759, -3.00076, -7.55495)
H (-1.00325, -4.02693, -6.22195)
H (0.99130, -3.16520, -5.01253)
H (2.63650, -4.45391, -6.03819)
H (1.64450, -4.58656, -7.47932)
H (1.55190, -6.64066, -6.26284)
H (-0.04676, -5.95151, -6.12584)
H (-0.80881, -5.23153, -4.17219)
H (0.49815, -4.25189, -3.42802)
H (0.03028, -5.78810, -2.71566)

Its total energy is -72632.518 eV. Its multiplicity is 1. For the HOMO-LUMO gap, the calculation gives 8.2 eV.

These are the Löwdin partial charges, in e, on atoms 1 to 2: -0.13 -0.72